The following is a quantum chemistry calculation of 12 unconnected molecules or ions with the total composition C33H97N17O12 in a non-equilibrium geometry, from OMol25.

Atoms and positions in Å:
C1 4.614 0.000 -4.119
O1 5.555 0.708 -3.859
N1 4.612 -1.152 -4.752
N2 3.433 0.287 -3.638
H1 3.787 -1.715 -4.602
H2 5.481 -1.617 -4.961
H3 3.334 1.003 -2.932
H4 2.639 -0.310 -3.803
C2 -4.606 1.871 2.508
O2 -5.697 1.892 3.061
N3 -3.618 2.708 2.849
N4 -4.246 1.110 1.541
H5 -3.876 3.369 3.565
H6 -2.684 2.685 2.467
H7 -3.343 1.279 1.110
H8 -4.888 0.490 1.070
C3 1.185 -5.114 1.365
O3 1.343 -5.452 2.505
N5 2.203 -4.973 0.478
N6 0.023 -5.058 0.814
H9 3.162 -5.083 0.769
H10 2.035 -4.573 -0.432
H11 -0.664 -5.271 1.524
H12 -0.031 -5.543 -0.069
C4 2.692 -2.921 -2.886
O4 3.591 -3.419 -2.153
N7 1.843 -1.948 -2.561
N8 2.490 -3.322 -4.104
H13 1.840 -1.424 -1.698
H14 1.038 -1.861 -3.162
H15 1.707 -2.960 -4.625
H16 3.070 -4.089 -4.412
C5 -2.875 -1.190 -5.291
O5 -2.689 -0.805 -6.440
N9 -3.556 -2.339 -5.062
N10 -2.320 -0.706 -4.233
H17 -3.612 -2.759 -4.146
H18 -3.808 -2.962 -5.812
H19 -1.528 -0.083 -4.276
H20 -2.494 -1.114 -3.327
C6 -3.515 4.912 -1.711
C7 -4.184 3.716 -0.996
C8 -5.705 3.705 -0.824
O6 -6.299 4.050 -1.993
C9 -7.717 3.900 -2.024
N11 -3.986 2.599 -1.963
H21 -3.555 5.817 -1.102
H22 -4.001 5.147 -2.657
H23 -2.452 4.882 -1.954
H24 -3.754 3.399 -0.046
H25 -5.858 4.381 0.022
H26 -6.202 2.767 -0.562
H27 -7.906 2.835 -2.158
H28 -8.217 4.529 -2.759
H29 -8.059 4.320 -1.076
H30 -3.410 2.914 -2.731
H31 -4.817 2.262 -2.428
C10 -2.099 5.894 1.971
C11 -1.281 5.199 0.969
C12 -0.462 6.181 0.110
O7 0.153 5.509 -0.936
C13 1.107 6.270 -1.629
N12 -0.549 4.029 1.527
H32 -1.563 6.719 2.445
H33 -2.326 5.336 2.880
H34 -3.026 6.271 1.540
H35 -1.970 4.721 0.271
H36 0.249 6.745 0.719
H37 -1.093 6.956 -0.333
H38 2.039 6.387 -1.072
H39 0.783 7.292 -1.830
H40 1.400 5.762 -2.547
H41 0.028 3.645 0.789
H42 0.167 4.399 2.141
C14 -5.575 -1.005 -1.716
C15 -5.411 -2.121 -0.672
C16 -3.966 -2.350 -0.266
O8 -3.134 -2.349 -1.399
C17 -1.934 -3.053 -1.255
N13 -6.242 -1.752 0.452
H43 -5.463 -1.349 -2.745
H44 -4.950 -0.143 -1.482
H45 -6.617 -0.682 -1.751
H46 -5.764 -3.057 -1.111
H47 -4.061 -3.277 0.304
H48 -3.643 -1.614 0.473
H49 -2.117 -4.128 -1.215
H50 -1.391 -2.716 -0.371
H51 -1.352 -2.947 -2.171
H52 -7.187 -1.504 0.196
H53 -6.345 -2.564 1.047
C18 1.922 -2.516 4.247
C19 0.554 -2.855 4.853
C20 -0.584 -2.677 3.833
O9 -1.901 -3.002 4.372
C21 -2.943 -2.766 3.472
N14 0.652 -4.323 5.077
H54 2.599 -2.516 5.101
H55 2.083 -1.558 3.751
H56 2.076 -3.330 3.539
H57 0.371 -2.200 5.705
H58 -0.409 -3.474 3.106
H59 -0.469 -1.792 3.204
H60 -3.903 -3.171 3.793
H61 -2.754 -3.157 2.470
H62 -3.121 -1.691 3.407
H63 1.004 -4.766 4.237
H64 -0.340 -4.523 5.035
C22 5.108 -5.479 3.286
C23 6.303 -4.546 3.275
C24 5.918 -3.051 3.206
O10 5.134 -2.899 2.039
C25 4.900 -1.508 1.745
N15 7.039 -4.786 4.546
H65 5.417 -6.478 3.590
H66 4.689 -5.509 2.280
H67 4.280 -5.064 3.863
H68 6.902 -4.870 2.423
H69 6.800 -2.409 3.199
H70 5.265 -2.756 4.031
H71 5.800 -0.949 1.488
H72 4.262 -1.155 2.556
H73 4.243 -1.409 0.881
H74 6.243 -4.764 5.172
H75 7.565 -3.955 4.785
C26 -0.303 1.126 -1.853
C27 -1.092 0.607 -0.647
C28 -0.183 0.143 0.516
O11 0.667 -0.844 -0.020
C29 1.563 -1.366 0.947
N16 -1.993 1.551 -0.050
H76 0.342 0.369 -2.301
H77 0.325 1.988 -1.630
H78 -1.030 1.266 -2.654
H79 -1.730 -0.192 -1.029
H80 -0.717 -0.252 1.382
H81 0.310 1.023 0.936
H82 2.300 -1.873 0.323
H83 1.056 -2.094 1.581
H84 2.053 -0.591 1.538
H85 -1.508 2.439 -0.005
H86 -2.673 1.771 -0.771
C30 3.075 2.094 0.145
C31 3.799 3.000 -0.859
C32 5.202 2.668 -1.203
O12 6.083 2.769 -0.120
C33 7.279 1.978 -0.158
N17 3.064 3.063 -2.114
H87 2.957 1.110 -0.314
H88 2.070 2.486 0.306
H89 3.587 1.937 1.094
H90 3.732 4.046 -0.549
H91 5.512 3.250 -2.072
H92 5.094 1.616 -1.480
H93 8.066 2.450 -0.748
H94 7.212 0.958 -0.538
H95 7.592 1.903 0.884
H96 2.133 3.413 -1.938
H97 3.542 3.614 -2.812

LUMO, eV: -0.27
Net charge: 0
Electronic energy, eV: -85694.23194
F_max, eV/A: 5.10
Structure (SMILES): COC[C@H](C)N.COC[C@H](C)N.COC[C@H](C)N.COC[C@H](C)N.COC[C@H](C)N.COC[C@H](C)N.COC[C@H](C)N.NC(N)=O.NC(N)=O.NC(N)=O.NC(N)=O.NC(N)=O

Results of the Löwdin charge analysis, in e, for atoms 1 through 99:
1 C -0.770
2 O 0.035
3 N 0.177
4 N 0.167
5 H 0.052
6 H 0.121
7 H 0.065
8 H 0.068
9 C -0.783
10 O 0.008
11 N 0.158
12 N 0.175
13 H 0.103
14 H 0.070
15 H 0.036
16 H 0.089
17 C -0.761
18 O 0.046
19 N 0.198
20 N 0.171
21 H 0.096
22 H 0.080
23 H 0.123
24 H 0.120
25 C -0.730
26 O 0.001
27 N 0.169
28 N 0.151
29 H 0.081
30 H 0.099
31 H 0.123
32 H 0.138
33 C -0.743
34 O 0.022
35 N 0.152
36 N 0.186
37 H 0.082
38 H 0.108
39 H 0.102
40 H 0.076
41 C -0.049
42 C -0.346
43 C -0.255
44 O -0.200
45 C -0.061
46 N 0.023
47 H 0.073
48 H 0.086
49 H 0.072
50 H 0.096
51 H 0.132
52 H 0.127
53 H 0.091
54 H 0.089
55 H 0.091
56 H 0.070
57 H 0.075
58 C -0.066
59 C -0.432
60 C -0.217
61 O -0.196
62 C -0.111
63 N 0.064
64 H 0.083
65 H 0.072
66 H 0.087
67 H 0.087
68 H 0.130
69 H 0.130
70 H 0.087
71 H 0.091
72 H 0.084
73 H 0.035
74 H 0.081
75 C -0.048
76 C -0.440
77 C -0.211
78 O -0.213
79 C -0.111
80 N 0.046
81 H 0.067
82 H 0.063
83 H 0.072
84 H 0.134
85 H 0.123
86 H 0.116
87 H 0.086
88 H 0.080
89 H 0.078
90 H 0.078
91 H 0.079
92 C -0.070
93 C -0.381
94 C -0.183
95 O -0.174
96 C -0.126
97 N 0.044
98 H 0.082
99 H 0.059